Record 1
Density functional theory data (ωB97M-V/def2-TZVPD) for a cluster of 3 separate species, C4H9NO in total at a distorted geometry.

Computed properties:
**DFT total energy**: -7829.2106 eV
**Energy relative to the best compared isomer or geometry (same formula, charge and spin)**: 71.7 kcal/mol
**Frontier orbital gap**: 0.390 hartree
**Structure (SMILES)**: [H][H].CC#N.CC=O

Each line ends with the natural charge from an NBO analysis.
Positions of all 15 atoms, in Å:
1 C 1.36086 -0.19890 -0.18643  0.34
2 C 1.92269 -1.49266 -0.07321  -0.72
3 C -2.29682 0.52715 0.27622  -0.74
4 C -1.93576 -0.61767 -0.59437  0.49
5 N 0.77583 0.77191 -0.34585  -0.39
6 O -1.26644 -1.50845 -0.26457  -0.55
7 H 1.77530 -1.92695 -0.98423  0.26
8 H 2.90771 -1.44291 0.36503  0.25
9 H 1.35236 -1.89877 0.73335  0.27
10 H -1.36503 1.05161 0.40305  0.28
11 H -3.15887 1.11046 -0.14280  0.22
12 H -2.68222 0.13400 1.19943  0.23
13 H -2.34157 -0.54476 -1.69550  0.08
14 H 2.31936 2.74444 0.56727  0.01
15 H 2.63260 3.29152 0.74260  -0.02



Record 2
Density functional theory data (ωB97M-V/def2-TZVPD) for the molecule C4H9NO at a distorted geometry.

Computed properties:
**DFT total energy**: -7830.0240 eV
**Energy relative to the best compared isomer or geometry (same formula, charge and spin)**: 52.9 kcal/mol
**Frontier orbital gap**: 0.376 hartree
**Structure (SMILES)**: CCNC(C)=O

Each line ends with the natural charge from an NBO analysis.
Positions of all 15 atoms, in Å:
1 C 0.98083 1.05520 -2.18357  -0.58
2 C 0.67883 -0.00914 -1.14489  -0.21
3 C -0.57632 -0.23549 0.98638  0.67
4 C 0.29883 -1.35674 1.40174  -0.72
5 H 1.42361 1.85801 -1.85215  0.20
6 H 0.09141 1.47315 -2.71237  0.21
7 H 1.76423 0.72319 -3.13273  0.20
8 H 1.55138 -0.39690 -0.62275  0.20
9 H 0.34244 -0.97440 -1.80736  0.15
10 H -0.98700 0.94468 -0.53615  0.40
11 H 0.35774 -2.15489 0.79903  0.23
12 H 1.37948 -0.83478 1.71180  0.24
13 H -0.06932 -1.80549 2.44902  0.25
14 N -0.20039 0.41143 -0.19814  -0.62
15 O -1.59303 0.19556 1.59158  -0.61



Record 3
Density functional theory data (ωB97M-V/def2-TZVPD) for the molecule C4H9NO at a distorted geometry.

Computed properties:
**DFT total energy**: -7824.7636 eV
**Energy relative to the best compared isomer or geometry (same formula, charge and spin)**: 41.5 kcal/mol
**Frontier orbital gap (alpha / beta)**: 0.205 / 0.293 hartree
**2S+1**: 3

Each line ends with the Mulliken spin population.
Positions of all 15 atoms, in Å:
1 C 0.51068 0.21885 -0.16176  0.68
2 C 1.70697 1.12746 0.14478  0.07
3 C 1.02375 -1.24618 0.11189  0.08
4 C -1.97959 -0.34443 -0.37134  0.08
5 N -0.63421 0.65748 -0.49188  0.92
6 O -3.06602 0.42389 0.13825  0.01
7 H 1.46806 2.24088 0.03497  0.00
8 H 1.87812 0.98442 1.25133  0.05
9 H 2.43776 0.70189 -0.37125  0.01
10 H 0.31343 -1.90064 -0.24321  0.01
11 H 2.08503 -1.09930 -0.17878  0.02
12 H 0.96347 -1.23566 1.23847  0.05
13 H -2.11359 -0.76966 -1.38556  0.02
14 H -1.74321 -1.10788 0.32961  0.00
15 H -2.85064 1.34890 -0.04552  0.00



Record 4
Density functional theory data (ωB97M-V/def2-TZVPD) for the molecule C4H9NO at a distorted geometry.

Computed properties:
**DFT total energy**: -7825.4881 eV
**Energy relative to the best compared isomer or geometry (same formula, charge and spin)**: 24.8 kcal/mol
**Frontier orbital gap (alpha / beta)**: 0.256 / 0.335 hartree
**2S+1**: 3

Each line ends with the Mulliken spin population.
Positions of all 15 atoms, in Å:
1 C 0.33180 -0.37571 -0.09092  0.84
2 C -0.44407 1.13729 -2.00325  0.05
3 C 0.91780 -0.71874 2.18673  0.01
4 C -0.65755 -0.10374 -1.22388  0.04
5 N 0.06198 -0.15515 1.20111  0.38
6 O -0.95466 0.42702 1.66405  0.63
7 H 1.30344 -0.89263 -0.18136  0.02
8 H -0.60375 2.11104 -1.44558  -0.01
9 H 0.48194 1.10778 -2.40238  -0.01
10 H -1.33401 1.04922 -2.85426  -0.01
11 H 1.35252 -1.61533 1.79604  -0.01
12 H 1.71111 -0.05668 2.79486  0.02
13 H 0.16143 -1.02117 2.88672  0.01
14 H -0.75763 -0.99891 -1.78170  0.04
15 H -1.57035 0.10572 -0.54617  0.00



Record 5
Density functional theory data (ωB97M-V/def2-TZVPD) for the ion C4H9NO2 with charge -1 at a distorted geometry.

Computed properties:
**DFT total energy**: -9876.0488 eV
**Charge**: -1
**Energy relative to the best compared isomer or geometry (same formula, charge and spin)**: 60.8 kcal/mol
**Frontier orbital gap (alpha / beta)**: 0.299 / 0.187 hartree
**2S+1**: 2

Each line ends with the Mulliken spin population.
Positions of all 16 atoms, in Å:
1 C 0.36591 0.36020 -1.78218  0.01
2 N -0.06497 1.16298 -0.62373  0.00
3 C -0.33252 0.43499 0.63641  0.01
4 C -1.43538 -0.67730 0.56035  -0.02
5 O -1.12314 -1.55945 -0.40337  0.29
6 C 0.96530 -0.24795 1.15582  0.00
7 O 2.06853 0.48471 0.90572  0.55
8 H 0.73452 -0.62734 -1.49821  0.00
9 H 1.18851 0.81455 -2.35062  0.00
10 H -0.46480 0.18681 -2.47681  0.00
11 H 0.82446 1.60638 -0.42564  0.00
12 H -0.74742 1.21704 1.27180  0.02
13 H -1.50974 -1.08494 1.59244  0.00
14 H -2.44669 -0.21202 0.45523  0.04
15 H 0.98893 -1.30763 0.75415  0.09
16 H 0.98852 -0.55104 2.22864  0.03



Record 6
Density functional theory data (ωB97M-V/def2-TZVPD) for a structure of composition C4H9NO2 at a distorted geometry.

Computed properties:
**DFT total energy**: -9870.4074 eV
**Charge**: -2
**Energy relative to the best compared isomer or geometry (same formula, charge and spin)**: 114.0 kcal/mol
**Frontier orbital gap**: 0.219 hartree

Each line ends with the natural charge from an NBO analysis.
Positions of all 16 atoms, in Å:
1 C -1.51140 -0.32509 0.69374  0.02
2 O -1.16002 -0.75621 1.88693  -0.90
3 C -0.33598 -0.46358 -0.36504  -0.30
4 C 1.07416 0.10707 -0.14677  -0.44
5 C 1.29297 1.27633 0.87242  -0.03
6 O 2.59165 1.34684 1.29834  -1.01
7 N -0.34334 -1.06597 -2.20348  -0.89
8 H -1.78531 0.76580 0.74547  0.07
9 H -2.40116 -0.82823 0.22302  0.05
10 H -0.76268 -0.06042 -1.40442  0.34
11 H 1.32584 0.54386 -1.12894  0.18
12 H 1.81207 -0.65642 0.09718  0.20
13 H 1.05165 2.21564 0.31435  0.05
14 H 0.55772 1.11690 1.68770  0.12
15 H -0.22324 -1.54164 -0.41326  0.26
16 H -1.18292 -1.67486 -2.15725  0.28



Record 7
Density functional theory data (ωB97M-V/def2-TZVPD) for a structure of composition C4H9NO2 at a distorted geometry.

Computed properties:
**DFT total energy**: -9875.4365 eV
**Energy relative to the best compared isomer or geometry (same formula, charge and spin)**: 106.6 kcal/mol
**Frontier orbital gap**: 0.357 hartree

Each line ends with the natural charge from an NBO analysis.
Positions of all 16 atoms, in Å:
1 C 1.99583 -0.52998 -0.94345  -0.41
2 N 0.76985 0.16279 -0.65612  -0.60
3 C 0.55598 0.54801 0.60920  0.31
4 O -0.37892 1.51191 0.85095  -0.50
5 C -1.59989 0.90897 0.54093  -0.16
6 C -1.49833 -0.57922 0.33270  0.13
7 O -1.35859 -1.07094 -0.83777  -0.66
8 H 1.94636 -1.61751 -0.79797  0.19
9 H 2.14095 -0.34971 -2.00688  0.21
10 H 2.80295 -0.12604 -0.32658  0.19
11 H 1.46751 0.77220 1.18151  0.20
12 H -2.23053 1.05752 1.38113  0.19
13 H -2.02141 1.37542 -0.32559  0.20
14 H -0.35677 -0.50202 1.12244  0.08
15 H -2.12186 -1.20244 0.96134  0.18
16 H -0.11314 -0.35896 -1.08581  0.43



Record 8
Density functional theory data (ωB97M-V/def2-TZVPD) for a cluster of 3 separate species, C4H9NO2 in total at a distorted geometry.

Computed properties:
**DFT total energy**: -9877.2926 eV
**Energy relative to the best compared isomer or geometry (same formula, charge and spin)**: 63.8 kcal/mol
**Frontier orbital gap**: 0.295 hartree
**Structure (SMILES)**: c1cc[nH]c1.O.O

Each line ends with the natural charge from an NBO analysis.
Positions of all 16 atoms, in Å:
1 C -2.13853 1.55846 -1.08631  -0.33
2 C -1.67490 0.28827 -1.62384  -0.05
3 N -0.52817 -0.00201 -1.05343  -0.52
4 C -0.31790 0.79688 0.06259  -0.09
5 C -1.12938 1.90119 -0.07724  -0.30
6 H -2.81853 2.27977 -1.51255  0.22
7 H -2.13355 -0.37194 -2.28384  0.20
8 H 0.28464 -0.61734 -1.35318  0.45
9 H 0.53098 0.71380 0.68479  0.21
10 H -1.39388 2.73817 0.41436  0.21
11 H 1.46385 -2.10537 3.21448  0.49
12 H 0.42710 -2.54245 2.06841  0.49
13 O 1.35077 -2.08617 2.18881  -0.97
14 H 3.45233 -0.66703 -0.16678  0.48
15 H 2.20684 -1.04622 0.71688  0.49
16 O 2.41833 -0.83803 -0.19316  -0.97



Q: DFT total energy of number 3 (C4H9NO)?
A: -7824.7636 eV